143
Properties=species:S:1:pos:R:3:forces:R:3 method="wB97M-V/def2-TZVPD" charge=0 e_above_lowest_kj_mol=0.0 homo_energy_ev=-8.577
O 1.92933 -4.25541 0.52984 0.7 0.0 -0.6
O -2.90268 1.59036 -3.13622 -0.2 0.2 0.1
O 2.96050 4.25190 2.26668 -0.1 0.2 -0.5
O -1.94643 0.63104 5.36133 0.5 0.4 -0.2
O -3.67341 -2.96757 -0.26450 0.4 0.2 0.2
O -2.53403 6.89589 -0.19946 0.0 0.0 0.0
O -0.18036 -0.22546 -0.26148 -0.2 -1.0 0.0
O -0.40334 -5.65703 -3.36498 -0.5 -0.5 -0.4
O 4.13099 -0.80845 -1.46957 0.0 -0.4 0.0
N -0.25690 -1.62900 5.40463 -0.8 0.1 0.0
N 5.08724 5.49776 -0.53642 -0.2 0.1 0.0
N 1.92039 -3.14903 -4.65192 -0.3 0.2 0.8
N 0.37590 3.14053 1.08540 0.7 -1.4 -0.4
N -0.68910 4.12922 -1.73774 0.1 0.0 0.5
N 1.51718 -1.11489 -2.47604 0.2 0.1 0.1
N 0.79053 -4.12605 4.06034 0.0 0.4 0.6
N -4.48150 -0.82211 -2.29710 0.1 -0.2 -0.1
C -1.89527 4.93701 -1.37455 0.5 -1.7 -0.1
C 3.97387 4.29928 1.26756 0.1 -1.3 -0.3
C -2.25765 -3.07476 5.23301 0.3 0.2 -0.2
C 2.52214 -5.59238 3.23732 0.3 -0.9 0.1
C -0.52415 1.03013 0.20614 -1.0 1.2 -0.7
C 1.09950 -4.24841 1.64238 -1.1 0.4 0.5
C -4.10302 1.13510 -3.70406 -1.4 0.7 0.2
C -1.78427 1.14613 -3.84940 0.8 -0.5 0.4
C -1.69799 -1.67454 5.02030 0.1 0.5 0.7
C 3.22599 5.03612 3.41193 0.2 0.1 -0.2
C -3.77178 -3.59829 0.98248 0.2 -0.1 0.2
C -2.99498 4.05499 -0.77802 -0.5 0.3 -0.1
C 0.72512 1.75317 0.57759 0.6 0.9 1.6
C 0.68479 -4.81442 -3.26167 1.2 0.9 -0.3
C -2.73049 1.71347 5.77194 -0.4 0.3 -0.4
C -1.29389 -1.02363 -0.63497 0.0 0.2 0.1
C 1.78901 -4.28603 2.99118 0.1 0.1 0.4
C 4.81664 -0.55575 -0.27645 0.4 1.1 0.4
C -2.47884 -0.59329 5.77074 0.1 -0.6 -0.2
C 1.08330 -4.34556 -4.65571 -0.6 0.1 -0.7
C -1.46744 5.98881 -0.38038 0.0 -0.1 -0.1
C 1.58237 -5.45560 -5.55916 0.9 -0.7 0.3
C -0.83108 -6.08292 -2.11865 -0.1 -0.4 1.0
C 1.49623 0.99657 1.66655 0.7 -0.5 -0.9
C -4.91453 -2.81038 -0.88599 -0.5 -0.7 0.0
C 1.68111 1.03046 -3.57549 -0.2 0.9 -0.7
C 2.66554 5.59589 -0.40241 -1.3 0.8 -0.1
C -2.21588 7.88119 0.74423 0.6 0.0 0.0
C 3.93058 5.53030 0.36411 1.2 0.1 1.3
C 2.91176 -3.23818 0.31795 -0.7 -0.6 -0.3
C -4.33369 -0.35239 -3.66442 0.3 -0.1 -0.6
C 2.45115 -0.12007 -3.01690 0.0 -0.7 0.0
C 3.49062 0.32630 -1.99781 0.1 0.4 -0.2
C -4.70120 -2.26079 -2.26328 -0.3 0.0 -0.2
H -5.60206 -2.22036 -0.26636 0.1 0.3 -0.1
H -0.19948 -2.07014 6.32319 0.1 0.1 -0.1
H 0.43640 -5.10636 1.50554 0.2 -0.2 0.2
H -3.34697 -3.05585 5.26970 0.0 -0.1 -0.1
H 5.96436 5.57750 -0.03343 -0.1 0.0 0.1
H 0.41078 -3.17885 4.25911 0.7 -0.5 -0.8
H -5.24800 -0.51708 -4.24592 -0.1 -0.2 0.3
H -5.39379 -3.79852 -0.99003 0.1 0.0 0.0
H -2.20827 2.63573 5.53147 0.2 0.0 0.2
H -3.85060 4.67396 -0.48321 0.1 -0.1 0.0
H 4.21712 0.99377 -2.48855 0.0 -0.1 0.1
H 3.29904 -5.51757 4.00732 0.0 0.3 -0.2
H -2.96462 1.66256 6.83780 0.0 0.1 0.1
H 0.88246 -0.67887 -1.81308 0.2 0.0 0.1
H 1.04403 1.48477 -2.81062 0.0 0.0 -0.1
H 2.47675 4.75251 -1.06076 0.2 -0.1 -0.1
H 1.08543 0.71936 -4.43684 -0.3 -0.2 0.3
H -3.54114 -0.89911 -4.21183 -0.1 0.1 0.1
H 1.81352 5.67895 0.27802 0.0 -0.3 0.1
H 3.66079 -3.19564 1.11274 -0.1 0.1 0.0
H 3.37172 -3.55710 -0.61995 0.2 0.2 0.2
H -1.24464 5.49463 0.57810 0.1 0.0 -0.1
H 1.80844 -5.13934 -6.57809 -0.5 0.3 0.0
H -5.60966 -2.49470 -2.82914 0.1 0.2 -0.1
H 3.97920 6.38411 1.06589 -0.1 0.1 -0.3
H 1.26273 -4.33000 4.94194 -0.2 -0.2 -0.2
H -4.92986 1.56914 -3.12545 0.4 0.0 0.3
H 2.29612 5.23379 3.94003 -0.1 -0.3 0.0
H -1.81366 -1.36518 3.97660 0.3 -0.3 -0.1
H -2.76026 -3.70290 1.36702 0.1 0.0 0.1
H 3.62566 6.01506 3.12956 0.2 -0.1 0.2
H -1.98953 7.45623 1.73464 -0.1 -0.1 -0.1
H -3.65951 1.72359 5.18620 -0.1 0.0 0.2
H 2.94222 -0.63218 -3.85268 0.4 0.2 0.1
H -1.77781 -6.61006 -2.21189 -0.1 0.0 -0.2
H -1.89544 -3.70696 4.42530 -0.2 -0.2 0.0
H -0.28316 3.70606 -0.88390 -0.4 0.5 -0.4
H -0.02945 2.91854 1.99756 0.0 0.6 -0.1
H 1.68641 -0.03344 1.33158 -0.2 0.1 0.2
H -2.64291 3.50972 0.10021 0.1 0.1 0.1
H 1.46921 -2.52291 -3.95746 0.5 0.0 -0.7
H 3.81762 3.42485 0.61086 -0.2 0.2 0.2
H 2.45411 -2.25741 0.13993 0.0 0.0 0.3
H 2.47936 1.45820 1.77866 0.0 0.1 0.3
H -0.94742 -2.04956 -0.72512 -0.1 -0.1 0.0
H -1.49292 0.13815 -3.51689 -0.1 -0.1 -0.4
H 2.30459 1.82621 -3.99893 0.2 -0.1 0.4
H 4.16111 -0.24334 0.55583 -0.2 -0.4 -0.2
H -2.26520 5.35320 -2.31452 0.0 0.4 0.2
H -4.36018 -3.01014 1.69790 -0.1 0.0 -0.1
H 1.42393 1.84558 -0.26014 -0.5 0.1 -0.3
H 5.02664 6.30171 -1.15531 0.1 -0.2 0.0
H -0.11234 -6.77211 -1.64975 0.0 0.1 -0.1
H -1.95550 1.16581 -4.92604 0.1 0.0 -0.1
H -0.91792 1.75582 -3.58965 -0.3 0.3 -0.2
H -1.31130 8.41714 0.41683 -0.2 0.2 0.1
H 2.08895 -1.77511 -1.95535 -0.2 -0.1 0.1
H -3.54124 -0.64629 5.49656 0.0 -0.1 0.2
H -1.89254 -3.52018 6.16193 -0.1 0.1 0.1
H 0.99209 0.97777 2.62574 -0.2 0.0 0.2
H -1.70526 -0.69403 -1.59846 0.1 0.0 0.1
H -2.08063 -0.95684 0.12217 0.0 -0.1 0.0
H -3.05037 8.56907 0.82601 -0.1 0.1 0.0
H 3.91813 4.48652 4.05615 0.1 0.3 0.1
H 0.11883 -4.05035 -5.09980 0.2 0.2 0.0
H 0.39966 -3.39020 1.67043 0.3 0.2 -0.2
H 5.40375 -1.42364 0.00486 -0.1 -0.2 0.0
H 0.42260 -3.91377 -2.68546 -0.1 -0.1 0.1
H 1.86638 -6.38920 3.61187 -0.3 0.4 -0.1
H -4.28501 1.57185 -4.69968 0.6 -0.4 -0.2
H -0.95783 -5.24075 -1.42272 -0.1 0.0 -0.1
H -1.25212 1.01805 1.03600 0.3 -0.4 0.3
H 2.97551 -6.02310 2.33879 0.1 0.4 0.0
H 5.50558 0.30360 -0.37088 0.0 -0.3 -0.3
H -3.34348 3.31603 -1.50240 0.1 0.1 0.0
H 0.85831 -6.27316 -5.55394 0.0 0.1 -0.2
H 4.95426 4.07063 1.72141 0.0 0.6 0.0
H 2.53811 -5.90011 -5.22923 -0.2 0.2 0.3
H 3.04058 0.90836 -1.17632 -0.2 -0.1 -0.1
H -2.34109 -0.68477 6.85627 -0.3 -0.2 0.1
H 2.59886 6.53461 -0.96361 0.2 -0.2 -0.3
H 2.85004 -3.32804 -4.26755 -0.2 -0.2 -0.1
H 1.30059 3.55373 1.27968 -0.7 0.1 0.2
H -3.61374 -0.61742 -1.80912 -0.2 0.1 0.1
H -0.96579 3.33728 -2.31240 -0.2 0.3 0.0
H -4.21225 -4.59910 0.88080 0.0 0.1 0.1
H 1.55186 -5.27194 -2.75453 -0.2 -0.2 0.0
H -0.00916 -0.65078 5.54683 0.1 -0.2 -0.2
H -1.07419 1.61152 -0.55389 0.2 -0.1 -0.2
H 2.53718 -3.47281 2.98108 -0.1 -0.1 0.1
H -0.54367 6.47882 -0.72290 -0.2 0.2 0.0
H -3.87696 -2.83655 -2.72119 -0.1 0.1 0.0